[1]
{"formula": "C5H6O", "method": "ωB97M-V with the def2-TZVPD basis set", "elements": ["O", "C", "C", "C", "C", "C", "H", "H", "H", "H", "H", "H"], "xyz": [[2.3166, -0.3654, 0.3609], [0.5408, 1.2847, 0.0183], [0.0294, -1.0935, -0.1452], [-0.9200, 1.2162, 0.2375], [1.1662, -0.1090, 0.1114], [-1.2280, -0.2531, 0.1292], [0.4718, 1.5180, -1.0685], [0.1303, -1.9797, 0.4858], [1.1088, 2.1000, 0.4737], [0.0967, -1.4290, -1.1882], [-2.0717, -0.4339, -0.5470], [-1.6408, -0.4554, 1.1321]], "homo_energy_ev": -8.7, "spin_multiplicity": 1, "relative_energy_ev": 3.122, "largest_force_ev_per_a": 0.50, "lumo_ev": 0.027}



[2]
{"formula": "C5H6O", "method": "ωB97M-V with the def2-TZVPD basis set", "elements": ["O", "C", "C", "C", "C", "C", "H", "H", "H", "H", "H", "H"], "xyz": [[1.4764, 0.5120, 0.3872], [0.5617, -2.5115, 1.1033], [0.3412, 0.4856, -0.0381], [0.0356, 0.9525, -1.4260], [-0.7549, -0.1505, 0.8382], [-0.1294, -1.4569, 1.1078], [0.8624, 0.6316, -2.0649], [1.1062, -1.2883, 1.2151], [-1.7243, -0.2219, 0.3370], [-0.8809, 0.4260, 1.7629], [-0.9144, 0.5755, -1.8073], [0.0205, 2.0457, -1.4151]], "homo_energy_ev": -10.2, "spin_multiplicity": 1, "relative_energy_ev": 3.808, "largest_force_ev_per_a": 0.85, "lumo_ev": 0.552}



[3]
{"formula": "C5H6O", "method": "ωB97M-V with the def2-TZVPD basis set", "elements": ["O", "C", "C", "C", "C", "C", "H", "H", "H", "H", "H", "H"], "xyz": [[0.1338, 0.9399, -1.3441], [0.0148, -0.4134, -0.8573], [-0.3347, -0.6492, 0.5021], [0.9520, -0.9819, -0.0831], [-0.5157, 0.7409, 0.8894], [-0.3119, 1.5971, -0.1347], [1.6976, -0.3029, 0.2671], [-0.6916, 0.9557, 2.0202], [1.1573, -1.9862, -0.0820], [-0.3758, 2.6733, -0.2422], [-1.1428, -1.4626, 0.6634], [-0.5831, -1.1106, -1.5988]], "homo_energy_ev": -8.5, "spin_multiplicity": 1, "smiles": "C1=C[C@@H]2C[C@@H]2O1", "relative_energy_ev": 3.158, "largest_force_ev_per_a": 10.42, "lumo_ev": 1.058}



[4]
{"formula": "C5H6O", "method": "ωB97M-V with the def2-TZVPD basis set", "elements": ["O", "C", "C", "C", "C", "C", "H", "H", "H", "H", "H", "H"], "xyz": [[-0.2315, 1.9102, -0.9695], [0.2267, 0.7921, -0.9868], [0.8367, -0.1036, 0.4980], [1.9126, 0.5269, -0.0939], [-0.3668, -0.4002, 0.3161], [-1.6590, -0.9555, 0.7513], [-1.8789, -1.8903, 0.2263], [0.3800, 0.1010, -1.8176], [2.6864, -0.0828, -0.5566], [-2.4727, -0.2517, 0.5525], [2.1988, 1.5148, 0.2542], [-1.6323, -1.1610, 1.8261]], "homo_energy_ev": -8.4, "spin_multiplicity": 1, "relative_energy_ev": 4.101, "largest_force_ev_per_a": 0.54, "lumo_ev": 0.777}



[5]
{"formula": "C5H6O", "method": "ωB97M-V with the def2-TZVPD basis set", "elements": ["O", "C", "C", "C", "C", "C", "H", "H", "H", "H", "H", "H"], "xyz": [[-1.3339, 1.3819, -0.2383], [1.3558, 0.1739, 0.0365], [2.2087, 0.8691, -0.4501], [-1.1183, 0.1768, 0.4582], [-0.8543, -1.0760, -0.2727], [0.2627, -0.5486, 0.5759], [2.9925, 1.4339, -0.8921], [0.4524, -1.1002, 1.5092], [-1.3204, 0.2102, 1.4895], [-0.6638, -0.9788, -1.3355], [-0.6464, 1.4463, -0.9175], [-1.3351, -1.9886, 0.0369]], "homo_energy_ev": -9.0, "spin_multiplicity": 1, "smiles": "C#C[C@@H]1C[C@@H]1O", "relative_energy_ev": 3.073, "largest_force_ev_per_a": 2.07, "lumo_ev": 1.013}



[6]
{"formula": "C5H6O", "method": "ωB97M-V with the def2-TZVPD basis set", "elements": ["O", "C", "C", "C", "C", "C", "H", "H", "H", "H", "H", "H"], "xyz": [[-1.2616, 1.7867, -1.1621], [0.1044, 0.3315, 0.2402], [-1.1381, -0.3514, 0.8328], [1.7381, -1.5195, -0.6966], [-0.1735, 1.3918, -0.8194], [1.0945, -0.6023, -0.2801], [-1.7631, 0.4433, 1.2307], [-1.7052, -0.9581, 0.1114], [-0.7480, -1.0341, 1.6529], [0.7435, 1.9202, -1.1769], [0.6831, 0.8855, 1.0695], [2.4257, -2.2936, -1.0023]], "homo_energy_ev": -9.9, "spin_multiplicity": 1, "smiles": "C#C[C@H](C)C=O", "relative_energy_ev": 2.032, "largest_force_ev_per_a": 1.49, "lumo_ev": 0.841}



[7]
{"formula": "C5H6O", "method": "ωB97M-V with the def2-TZVPD basis set", "elements": ["O", "C", "C", "C", "C", "C", "H", "H", "H", "H", "H", "H"], "xyz": [[-0.6338, -1.4478, -0.6755], [1.5079, -0.4105, -0.2168], [-0.8895, -0.5428, 0.3903], [-1.0444, 0.9122, 0.0178], [0.4143, -1.2383, 0.2601], [2.1844, 0.5059, -0.6123], [-1.6060, -0.9261, 1.1174], [0.6558, -2.0864, 0.9013], [-1.5187, 0.9749, -0.9658], [-0.0675, 1.3963, -0.0490], [2.6552, 1.4150, -0.9151], [-1.6579, 1.4476, 0.7477]], "homo_energy_ev": -10.0, "spin_multiplicity": 1, "smiles": "C#C[C@@H]1O[C@@H]1C", "relative_energy_ev": 2.891, "largest_force_ev_per_a": 0.67, "lumo_ev": 1.117}



[8]
{"formula": "C5H6O", "method": "ωB97M-V with the def2-TZVPD basis set", "elements": ["O", "C", "C", "C", "C", "C", "H", "H", "H", "H", "H", "H"], "xyz": [[-0.8668, -1.6536, -0.5270], [0.4574, 1.2980, 0.3677], [-0.5505, -1.0586, 0.7368], [-0.1278, -0.6475, -1.2289], [0.4410, 2.4801, 0.5977], [0.4971, -0.1306, 0.0845], [-1.4058, -0.5221, 1.1677], [0.4348, 3.5286, 0.8013], [-0.1715, -1.7918, 1.4570], [-0.7857, 0.0816, -1.7193], [1.5143, -0.5090, 0.2252], [0.5635, -1.0751, -1.9626]], "homo_energy_ev": -9.9, "spin_multiplicity": 1, "smiles": "C#CC1COC1", "relative_energy_ev": 2.738, "largest_force_ev_per_a": 0.44, "lumo_ev": 1.038}



[9]
{"formula": "C5H6O2", "method": "ωB97M-V with the def2-TZVPD basis set", "elements": ["O", "O", "C", "C", "C", "C", "C", "H", "H", "H", "H", "H", "H"], "xyz": [[1.9697, -0.9962, 0.4836], [0.4069, 0.2319, -1.2862], [-1.6711, -0.1774, -0.3626], [0.5560, -0.5063, 0.6386], [-0.3117, -0.8462, -0.6264], [-1.2911, 1.0281, 0.0634], [0.2381, 0.9008, -0.0116], [0.7041, -0.9297, 1.6232], [-1.8787, 1.8744, 0.4064], [0.8642, 1.7802, 0.1379], [2.5372, -0.3032, 0.8510], [-2.6633, -0.6066, -0.4675], [-0.2526, -1.8149, -1.1166]], "homo_energy_ev": -9.6, "spin_multiplicity": 1, "relative_energy_ev": 4.059, "largest_force_ev_per_a": 3.30, "lumo_ev": 0.982}



[10]
{"formula": "C5H6O2", "method": "ωB97M-V with the def2-TZVPD basis set", "elements": ["O", "O", "C", "C", "C", "C", "C", "H", "H", "H", "H", "H", "H"], "xyz": [[1.5087, -1.1175, 0.0996], [3.0502, 0.2490, -0.9821], [-0.8409, -0.1613, 0.8294], [-1.4680, -1.2514, 0.0088], [0.2231, 1.9397, -0.2184], [2.2561, -0.4082, -0.4375], [-0.4826, 1.0017, 0.3501], [-0.0636, 2.9607, -0.4374], [-1.4140, -1.0259, -1.0597], [1.2325, 1.6535, -0.5120], [-2.5166, -1.3920, 0.2858], [-0.6119, -0.3808, 1.8713], [-0.9417, -2.1956, 0.1818]], "homo_energy_ev": -9.3, "spin_multiplicity": 1, "smiles": "C=C=CC.O=C=O", "relative_energy_ev": 1.204, "largest_force_ev_per_a": 0.88, "lumo_ev": 0.633}



[11]
{"formula": "C5H6O2", "method": "ωB97M-V with the def2-TZVPD basis set", "elements": ["O", "O", "C", "C", "C", "C", "C", "H", "H", "H", "H", "H", "H"], "xyz": [[1.1155, -2.0477, 0.1227], [-1.7366, 1.5996, 0.5220], [-1.3371, 0.4845, 0.7618], [1.0416, 0.8290, -0.1409], [-0.1354, -0.1138, 0.1563], [0.2343, 0.3280, -1.2642], [0.0825, -1.5556, 0.5314], [-0.4811, 1.0006, -1.7261], [2.0265, 0.4036, 0.0163], [-1.8776, -0.1725, 1.4806], [0.8908, 1.8570, 0.1807], [0.6574, -0.4518, -1.8907], [-0.4724, -2.1679, 1.2496]], "homo_energy_ev": -9.9, "spin_multiplicity": 1, "smiles": "O=CC1(C=O)CC1", "relative_energy_ev": 1.508, "largest_force_ev_per_a": 3.08, "lumo_ev": 0.396}



[12]
{"formula": "C5H6O2", "method": "ωB97M-V with the def2-TZVPD basis set", "elements": ["O", "O", "C", "C", "C", "C", "C", "H", "H", "H", "H", "H", "H"], "xyz": [[3.0321, 0.3101, 0.4499], [1.7834, -1.6779, 0.5732], [0.5729, -1.7015, -0.0071], [2.0554, -0.3090, 0.2135], [-0.3434, 0.7122, 0.1881], [0.6871, -0.2281, -0.4480], [-1.7662, 0.2209, -0.0749], [0.7273, -0.1033, -1.5379], [-1.9896, 0.2031, -1.1479], [-0.1620, 0.7626, 1.2694], [-0.2070, 1.7273, -0.2019], [-1.8986, -0.7952, 0.3107], [-2.4913, 0.8788, 0.4128]], "homo_energy_ev": -9.6, "spin_multiplicity": 1, "relative_energy_ev": 3.023, "largest_force_ev_per_a": 0.95, "lumo_ev": 0.030}



[13]
{"formula": "C5H6O2", "method": "ωB97M-V with the def2-TZVPD basis set", "elements": ["O", "O", "C", "C", "C", "C", "C", "H", "H", "H", "H", "H", "H"], "xyz": [[-0.6669, 0.0045, -1.9520], [-1.2323, 2.0702, 0.7173], [-0.0403, 0.0096, 0.3910], [-0.9820, 0.7970, 1.2776], [1.4870, -1.7954, -0.4122], [0.1451, 0.2957, -1.1099], [0.7169, -1.0523, 0.3622], [-0.5471, 0.9869, 2.2648], [-1.7170, 1.9383, -0.1085], [2.5615, -1.6509, -0.4581], [-1.9188, 0.2444, 1.4411], [1.1561, 0.6847, -1.3377], [1.0377, -2.5328, -1.0756]], "homo_energy_ev": -9.6, "spin_multiplicity": 1, "smiles": "C=C=C(C=O)CO", "relative_energy_ev": 3.386, "largest_force_ev_per_a": 0.76, "lumo_ev": 0.472}



[14]
{"formula": "C5H6O2", "method": "ωB97M-V with the def2-TZVPD basis set", "elements": ["O", "O", "C", "C", "C", "C", "C", "H", "H", "H", "H", "H", "H"], "xyz": [[-1.4744, 1.7025, -0.0910], [1.9614, -1.4151, -0.7902], [-0.7039, -0.9871, 0.1557], [-0.3553, 1.4407, -0.4603], [0.3049, 0.1471, -0.0467], [1.6268, -0.2653, -0.6480], [-1.2890, -1.1990, 1.4710], [-0.4828, -1.8895, -0.4274], [0.2730, 2.1807, -0.9876], [-1.1349, -0.2143, 1.9688], [-1.7121, -0.6463, -0.2169], [2.3400, 0.5625, -0.8459], [0.6464, 0.5832, 0.9185]], "homo_energy_ev": -8.9, "spin_multiplicity": 1, "relative_energy_ev": 5.081, "largest_force_ev_per_a": 0.70, "lumo_ev": -0.158}



[15]
{"formula": "C5H6O2", "method": "ωB97M-V with the def2-TZVPD basis set", "elements": ["O", "O", "C", "C", "C", "C", "C", "H", "H", "H", "H", "H", "H"], "xyz": [[-0.9646, -2.2941, -0.2772], [0.9243, -1.2550, -0.0240], [-0.8474, -0.0124, -0.2502], [-0.4416, -1.2991, -0.1982], [-0.0940, 0.3364, 1.1682], [0.1589, 0.7159, -1.0011], [0.9592, 0.1329, 0.0505], [-0.0987, -0.7116, 1.8375], [-0.2740, 1.3450, 1.5655], [0.3879, 0.5872, -2.1201], [0.1831, 1.9751, -0.6425], [2.1136, 0.4081, 0.0286], [-2.0067, 0.0716, -0.1370]], "homo_energy_ev": -10.1, "spin_multiplicity": 1, "relative_energy_ev": 4.161, "largest_force_ev_per_a": 9.75, "lumo_ev": 0.750}



[16]
{"formula": "C5H6O2", "method": "ωB97M-V with the def2-TZVPD basis set", "elements": ["O", "O", "C", "C", "C", "C", "C", "H", "H", "H", "H", "H", "H"], "xyz": [[-0.6195, 1.4132, -1.6336], [-0.4478, -1.3925, -0.9808], [-0.1993, 1.7784, -0.3400], [-0.4929, -0.4487, 0.9643], [0.5523, -1.1341, -0.2820], [0.3448, -1.6574, 1.1361], [-0.1319, 0.6976, 0.6435], [0.7800, 2.2489, -0.4691], [-0.0242, -2.6752, 1.0524], [-1.2971, 0.7239, -1.5742], [0.9571, -1.4643, 2.0180], [-0.8630, 2.5100, 0.1303], [1.4415, -0.5997, -0.6650]], "homo_energy_ev": -9.2, "spin_multiplicity": 1, "relative_energy_ev": 5.221, "largest_force_ev_per_a": 2.33, "lumo_ev": 0.631}



[17]
{"formula": "C5H6O2", "method": "ωB97M-V with the def2-TZVPD basis set", "elements": ["O", "O", "C", "C", "C", "C", "C", "H", "H", "H", "H", "H", "H"], "xyz": [[0.4858, -0.8251, 1.1832], [-1.3282, 0.5502, -0.1593], [0.3407, -1.1175, -0.1922], [0.5642, 0.6115, 1.2772], [0.7702, 0.0511, -1.0608], [0.0356, 1.0554, -0.0827], [-0.9845, -0.6553, -0.8115], [-1.8139, -1.3295, -1.0501], [1.6003, 0.9356, 1.4738], [-0.0891, 0.9560, 2.0870], [0.6964, -2.1242, -0.4205], [0.0674, 2.1249, -0.3121], [-0.5504, -0.2912, -1.8620]], "homo_energy_ev": -8.6, "spin_multiplicity": 1, "relative_energy_ev": 5.534, "largest_force_ev_per_a": 0.51, "lumo_ev": 0.397}



[18]
{"formula": "C5H6O2", "method": "ωB97M-V with the def2-TZVPD basis set", "elements": ["O", "O", "C", "C", "C", "C", "C", "H", "H", "H", "H", "H", "H"], "xyz": [[1.9834, -1.6019, 0.4207], [1.0305, 0.0780, -0.7702], [1.9652, -0.8465, -0.5140], [-1.1235, 2.6243, 0.0663], [-0.7391, 1.5012, -0.1403], [-0.9806, -1.0634, 0.0873], [-0.1157, 0.2066, 0.1221], [0.1085, 0.5080, 1.1405], [-1.2882, 3.5359, 0.5854], [-1.2116, -1.4309, -0.9243], [-1.9223, -0.8427, 0.5967], [2.7443, -0.8119, -1.2968], [-0.4509, -1.8567, 0.6265]], "homo_energy_ev": -10.2, "spin_multiplicity": 1, "smiles": "C#C[C@@H](C)OC=O", "relative_energy_ev": 2.512, "largest_force_ev_per_a": 1.71, "lumo_ev": 0.866}



[19]
{"formula": "C5H6O2", "method": "ωB97M-V with the def2-TZVPD basis set", "elements": ["O", "O", "C", "C", "C", "C", "C", "H", "H", "H", "H", "H", "H"], "xyz": [[-0.7581, 1.0606, -1.6638], [-1.7511, -0.9788, 0.0520], [-0.7071, 1.1740, -0.1952], [-0.3758, -0.1657, -1.7576], [1.4921, -0.3306, 1.3632], [-0.6359, -0.3961, 0.0116], [0.5341, -1.0025, 0.7331], [-1.6624, 1.5744, 0.1473], [2.3124, -0.8296, 1.8734], [1.4981, 0.7564, 1.4007], [0.5186, -2.0911, 0.7185], [0.1314, 1.8245, 0.0705], [-0.5962, -0.5955, -2.7538]], "homo_energy_ev": [-8.9, -8.9], "spin_multiplicity": 1, "relative_energy_ev": 4.801, "largest_force_ev_per_a": 0.64, "lumo_ev": [-0.278, -0.279]}